## 1
DFT (ωB97M-V/def2-TZVPD) results for a cluster of 3 separate species, C3H12N3O in total.

Geometry as ORCA input:
```
! RIJCOSX wB97M-V def2-TZVPD def2/J DEFGRID3
* xyz 1 1
C -1.61739 0.72149 -1.32850
C 1.90555 -0.30142 0.63021
C -0.93198 0.35352 -0.05595
N 2.49673 0.84228 0.19592
N -1.67752 0.83268 0.95299
N -0.69424 -1.66323 0.25215
O 2.47871 -1.41391 0.22248
H -2.60142 0.15770 -1.17875
H -1.80286 1.74367 -1.00951
H -1.09935 0.52908 -2.23830
H 0.13696 0.43189 -0.02273
H 2.11554 1.75115 0.44725
H 3.49402 0.85316 0.13853
H -2.67194 1.03693 0.66306
H -1.14968 1.23841 1.69183
H -0.40447 -1.86110 1.20065
H -1.51807 -2.15135 -0.10012
H 0.12972 -1.87086 -0.33768
H 3.41169 -1.23011 -0.12353
*
```

Its LUMO energy is -2.731 eV.

Mulliken charges, unit e, in atom order: -1.249, -0.083, 1.264, -0.287, -0.372, -0.673, -0.346, 0.334, 0.404, 0.353, -0.481, 0.231, 0.198, 0.292, 0.251, 0.308, 0.295, 0.293, 0.266



## 2
DFT (ωB97M-V/def2-TZVPD) results for a cluster of 2 separate species, C3H12N3O in total.

Geometry as ORCA input:
```
! RIJCOSX wB97M-V def2-TZVPD def2/J DEFGRID3
* xyz 1 1
C -0.64164 1.46184 -1.68415
C -1.39094 -1.62631 -1.27292
C 1.20242 0.28923 2.31639
N 2.47645 0.53220 2.49532
N -0.55905 0.67525 -0.39237
N -0.34427 -0.73618 -0.63080
O 0.90671 -0.71718 1.69755
H -0.58067 2.45839 -1.39427
H -0.00111 1.18158 -2.50075
H -1.63408 1.42304 -2.11759
H -1.58777 -1.61910 -2.27964
H -1.04190 -2.64519 -1.03562
H -2.29838 -1.55934 -0.62988
H 0.49709 0.95699 2.86425
H 2.78475 1.29748 3.09728
H 3.27848 -0.05616 2.29914
H -0.07259 -1.18292 0.32063
H 0.42375 -0.86519 -1.23212
H -1.41726 0.73159 0.07955
*
```

Its LUMO energy is -2.742 eV.

Mulliken charges, unit e, in atom order: -0.892, -0.929, 0.238, -0.337, -0.358, -0.115, -0.718, 0.364, 0.343, 0.345, 0.366, 0.408, 0.355, 0.307, 0.236, 0.244, 0.507, 0.379, 0.256



## 3
DFT (ωB97M-V/def2-TZVPD) results for a cluster of 2 separate species, C3H12N3O in total.

Geometry as ORCA input:
```
! RIJCOSX wB97M-V def2-TZVPD def2/J DEFGRID3
* xyz 1 1
C 0.59313 -1.45942 -0.23383
C 1.28958 0.23872 1.32483
N 1.14217 1.49106 1.83271
N 0.37397 -0.22837 0.52269
N 2.35307 -0.49332 1.80760
H 0.39141 1.97828 1.36295
H 1.31471 1.77109 2.78150
H -0.46591 0.20538 0.14613
H 2.73156 -1.18844 1.19060
H 2.96162 -0.01425 2.44532
H 0.50926 -1.42130 -1.30468
H -0.20524 -2.16030 0.04997
H 1.49764 -1.97195 0.06645
C -2.80895 0.54139 -1.94931
O -1.41911 0.66921 -1.69809
H -0.77536 0.53659 -2.39466
H -3.11444 1.48356 -2.41911
H -2.94998 -0.40030 -2.50321
H -3.41913 0.42238 -1.02785
*
```

Its LUMO energy is -2.881 eV.

Mulliken charges, unit e, in atom order: -0.884, 0.737, -0.409, -0.055, -0.390, 0.221, 0.242, 0.177, 0.203, 0.244, 0.261, 0.354, 0.292, -0.519, -0.528, 0.297, 0.241, 0.270, 0.247



The most stable of them is 3.



## 1
DFT (ωB97M-V/def2-TZVPD) results for a cluster of 2 separate species, C2H3BrClNO in total.

Geometry as ORCA input:
```
! RIJCOSX wB97M-V def2-TZVPD def2/J DEFGRID3
* xyz 0 1
C -1.52824 -1.50493 -0.46342
C 1.11236 0.90446 0.40167
N -2.67789 -1.27620 -0.63625
O -0.42269 -1.74773 -0.05290
Cl 0.26115 1.79551 -0.82243
Br 2.52317 -0.51454 -0.40951
H 1.87491 1.55844 0.82593
H 1.09221 -1.25769 -0.38826
H -3.39486 -1.65887 -1.08133
*
```

Its LUMO energy is 0.372 eV.

Mulliken charges, unit e, in atom order: 0.603, -0.508, -0.309, -0.493, -0.131, -0.125, 0.252, 0.450, 0.261



## 2
DFT (ωB97M-V/def2-TZVPD) results for a cluster of 2 separate species, C2H3BrClNO in total.

Geometry as ORCA input:
```
! RIJCOSX wB97M-V def2-TZVPD def2/J DEFGRID3
* xyz 0 1
C 1.46294 0.11350 0.44791
C -1.24707 -0.12137 1.54551
N 1.16253 0.34286 -0.70865
O 1.79209 -0.07698 1.52223
Cl -0.53141 -1.62035 2.30092
Br -2.08851 -0.41280 -0.32300
H -2.15882 -0.11818 2.08559
H -0.91574 0.00758 -0.92534
H 1.96215 0.40086 -1.36863
*
```

Its LUMO energy is 0.376 eV.

Mulliken charges, unit e, in atom order: 0.789, -0.562, -0.634, -0.311, -0.167, 0.084, 0.258, 0.301, 0.241



## 3
DFT (ωB97M-V/def2-TZVPD) results for the molecule C2H3BrClNO.

Geometry as ORCA input:
```
! RIJCOSX wB97M-V def2-TZVPD def2/J DEFGRID3
* xyz 0 1
C -0.57164 -0.35992 0.31940
C 0.82837 0.46323 0.70713
N -0.88261 -0.37046 -0.99583
O -1.13191 -0.94848 1.16819
Cl 0.35251 2.06860 0.32761
Br 2.32113 -0.18105 -0.45371
H 1.08284 0.22346 1.84174
H -0.59157 0.30292 -1.67391
H -1.40712 -1.19831 -1.24061
*
```

The SMILES is NC(=O)[C@H](Cl)Br. Its LUMO energy is 0.442 eV.

Mulliken charges, unit e, in atom order: 0.482, -0.138, -0.372, -0.517, -0.126, -0.109, 0.339, 0.207, 0.235



## 4
DFT (ωB97M-V/def2-TZVPD) results for a cluster of 2 separate species, C2H3BrClNO in total.

Geometry as ORCA input:
```
! RIJCOSX wB97M-V def2-TZVPD def2/J DEFGRID3
* xyz 0 1
C -1.68541 -0.81452 -0.40057
C 1.66949 1.03734 0.72875
N -2.26059 -0.03943 0.28277
O -0.84110 -1.50495 -0.77266
Cl 0.30818 1.52223 -0.35290
Br 2.37697 -0.88970 0.22831
H 2.52449 1.61395 0.22496
H 1.06103 -1.34566 0.11367
H -3.15306 0.42075 -0.05233
*
```

Its LUMO energy is 0.296 eV.

Mulliken charges, unit e, in atom order: 0.520, -0.318, -0.366, -0.427, -0.178, 0.061, 0.122, 0.302, 0.284



The most stable of them is 3.



## 1
DFT (ωB97M-V/def2-TZVPD) results for a cluster of 2 separate species, C5H6N2O3 in total.

Geometry as ORCA input:
```
! RIJCOSX wB97M-V def2-TZVPD def2/J DEFGRID3
* xyz 0 1
N 1.45716 -0.78155 -1.09728
C 0.33855 -0.15929 -0.53015
C -0.72234 -0.84052 0.31774
O -0.93024 0.23002 1.22460
C 0.31052 1.04627 0.39337
O 0.44050 2.21478 0.17821
C -1.06632 -0.46104 -1.08520
C -2.06386 0.54684 -1.37401
N -2.91136 1.29535 -1.61394
H 1.70851 -0.42951 -2.01392
H 2.26758 -0.83255 -0.48256
H -0.64266 -1.86545 0.67674
H -1.04958 -1.28442 -1.80336
O 1.12310 0.88580 2.42425
H 0.06560 0.33002 2.49010
H 1.67484 0.10525 2.29542
*
```

The SMILES is N#C[C@@H]1[C@@H]2OC(=O)[C@]12N.O. Its LUMO energy is 0.005 eV.

Mulliken charges, unit e, in atom order: -0.525, 0.300, -0.118, -0.604, 0.548, -0.476, -0.225, 0.151, -0.452, 0.250, 0.256, 0.328, 0.459, -0.712, 0.503, 0.316



## 2
DFT (ωB97M-V/def2-TZVPD) results for the molecule C5H6N2O3.

Geometry as ORCA input:
```
! RIJCOSX wB97M-V def2-TZVPD def2/J DEFGRID3
* xyz 0 1
C 1.05851 -0.90428 1.74693
C 1.80142 -0.83937 2.95229
C 0.19013 1.06217 -1.07959
C 0.89047 -0.33051 -0.63533
C -1.31619 1.00057 -0.75232
N 1.09905 -0.58830 0.57929
N -2.16615 0.07707 -1.04577
O -3.33513 0.20281 -0.72600
O 2.31339 -1.75700 3.65423
O -1.89190 -1.01381 -1.82274
H 1.85215 0.23572 3.33515
H 0.57714 1.84733 -0.54075
H 0.42595 1.30020 -2.09104
H -0.90089 -0.96901 -2.13992
H 0.99917 -1.12179 -1.39986
H -1.59712 1.79819 -0.03456
*
```

Its LUMO energy is -0.332 eV.

Mulliken charges, unit e, in atom order: 0.162, 0.025, -0.900, -0.362, -0.169, 0.018, 0.747, -0.675, -0.505, -0.425, 0.242, 0.411, 0.279, 0.369, 0.454, 0.329



The most stable of them is 1.



## 1
DFT (ωB97M-V/def2-TZVPD) results for a cluster of 2 separate species, CH4N4S in total.

Geometry as ORCA input:
```
! RIJCOSX wB97M-V def2-TZVPD def2/J DEFGRID3
* xyz 0 1
C 1.30187 0.27125 -0.24302
N -0.72737 -1.07696 -0.50376
N -1.30094 -0.25617 0.07500
N 2.54698 0.05181 -0.57210
N -2.40550 -0.22846 0.71102
S 0.49013 1.35729 0.58719
H 2.69577 -0.60770 -1.29235
H 3.28902 0.82939 -0.61848
H -3.22488 -0.95255 0.68967
H -2.66508 0.61210 1.16683
*
```

Its LUMO energy (spin up / spin down) is 0.137 / 0.289 eV.

Mulliken charges, unit e, in atom order: 0.059, -0.517, 0.579, -0.325, -0.524, -0.291, 0.280, 0.249, 0.276, 0.214



## 2
DFT (ωB97M-V/def2-TZVPD) results for the molecule CH4N4S.

Geometry as ORCA input:
```
! RIJCOSX wB97M-V def2-TZVPD def2/J DEFGRID3
* xyz 0 1
C 0.44558 -0.43661 0.81566
N 0.69975 -0.03319 -1.71422
N -0.03726 0.82265 0.31343
N 0.08771 0.71676 -1.11720
N -0.11638 -1.49396 0.04683
S -1.62370 -1.72568 -0.07371
H 1.52620 -0.41484 0.57955
H 0.27475 -0.54984 1.90179
H -0.82528 1.50191 0.65239
H -0.43137 1.61279 -1.40454
*
```

Its LUMO energy (spin up / spin down) is -0.944 / -0.956 eV.

Mulliken charges, unit e, in atom order: -0.111, -0.645, -0.343, 0.362, -0.258, -0.081, 0.206, 0.348, 0.307, 0.213



The most stable of them is 1.



## 1
DFT (ωB97M-V/def2-TZVPD) results for the ion C4H13N2S with charge +1.

Geometry as ORCA input:
```
! RIJCOSX wB97M-V def2-TZVPD def2/J DEFGRID3
* xyz 1 1
C -1.44997 -0.64599 -0.22960
N -0.18355 -1.30240 0.07042
C 0.74716 -0.70339 1.04589
C 0.55949 0.75553 1.57756
S 1.95472 1.43584 2.65162
C -1.22117 0.50331 -1.30024
N 0.06391 0.11920 -2.02054
H -1.98569 -0.34166 0.65321
H -2.05339 -1.36749 -0.75292
H -0.39116 -2.22725 0.42232
H 1.74375 -0.58299 0.55976
H 0.74229 -1.33306 1.94643
H 0.46450 1.53838 0.79074
H -0.29268 0.70891 2.26132
H 2.95608 1.23482 1.77773
H -1.04658 1.44095 -0.75594
H -1.83704 0.65482 -2.18358
H 0.46585 1.00174 -2.36037
H -0.00687 -0.58414 -2.75334
H 0.77034 -0.30512 -1.40048
*
```

The SMILES is [NH3+]CCNCCS. Its LUMO energy is -3.559 eV.

Mulliken charges, unit e, in atom order: -0.447, -0.447, -0.581, -0.647, -0.108, -0.661, -0.236, 0.357, 0.456, 0.307, 0.323, 0.296, 0.264, 0.328, 0.124, 0.288, 0.411, 0.387, 0.371, 0.212



## 2
DFT (ωB97M-V/def2-TZVPD) results for a cluster of 3 separate species, C4H13N2S in total.

Geometry as ORCA input:
```
! RIJCOSX wB97M-V def2-TZVPD def2/J DEFGRID3
* xyz 1 1
N -0.06809 2.67245 -3.91816
C 1.35499 -0.23304 1.76355
C 2.15605 -0.74492 2.67951
S -0.03119 0.70114 -1.21588
C -0.11648 -0.50417 1.68363
N -0.41477 -1.43673 0.57801
C -1.84516 -1.49593 0.26259
H -0.57734 3.33091 -4.49137
H 0.11098 3.05990 -2.99793
H -0.56770 1.79630 -3.82029
H 1.73007 0.46260 1.01415
H 3.20480 -0.48563 2.73001
H 1.81306 -1.46907 3.40594
H 0.97785 0.56619 -2.08399
H -0.48662 -0.98409 2.59368
H -0.65287 0.44017 1.54028
H 0.06363 -1.09629 -0.29438
H -2.25213 -0.51133 0.01804
H -2.38801 -1.89167 1.12050
H -2.01107 -2.17678 -0.56788
*
```

Its LUMO energy is -9.209 eV.

Mulliken charges, unit e, in atom order: -0.609, 0.117, -0.819, -0.153, -0.613, -0.078, -0.784, 0.243, 0.237, 0.253, 0.287, 0.271, 0.255, 0.292, 0.499, 0.360, 0.190, 0.383, 0.333, 0.337



The most stable of them is 1.



## 1
DFT (ωB97M-V/def2-TZVPD) results for a cluster of 2 separate species, C4H13N2S in total.

Geometry as ORCA input:
```
! RIJCOSX wB97M-V def2-TZVPD def2/J DEFGRID3
* xyz 1 1
C -2.56157 0.72774 -0.28944
C 1.93289 -0.35835 -1.37197
C -2.37027 -0.72755 0.07327
C 1.69465 0.01946 0.04646
N 1.26034 1.23436 0.31903
N 2.19119 -0.74660 0.99986
S -0.61087 -1.24140 -0.16905
H -3.60960 0.99080 -0.17312
H -1.97367 1.37195 0.36190
H -2.27632 0.91106 -1.32321
H 1.83904 -1.43045 -1.52012
H 1.23845 0.14527 -2.03618
H 2.94448 -0.06347 -1.64757
H -2.96650 -1.37596 -0.56725
H -2.61496 -0.91315 1.11629
H 1.18711 1.56848 1.26718
H 0.92013 1.83254 -0.41827
H 2.54257 -1.66311 0.77728
H 2.14338 -0.48975 1.97261
H -0.56858 -2.11238 0.83685
*
```

Its LUMO energy is -3.229 eV.

Mulliken charges, unit e, in atom order: -1.091, -1.210, -0.300, 0.719, -0.371, -0.365, -0.197, 0.348, 0.266, 0.311, 0.415, 0.403, 0.369, 0.325, 0.369, 0.201, 0.226, 0.235, 0.213, 0.133



## 2
DFT (ωB97M-V/def2-TZVPD) results for the ion C4H13N2S with charge +1.

Geometry as ORCA input:
```
! RIJCOSX wB97M-V def2-TZVPD def2/J DEFGRID3
* xyz 1 1
N -0.01453 0.07550 1.94298
C -0.24974 0.01530 0.44064
C 0.58397 1.01990 -0.29842
C 0.25207 1.09511 -1.80253
S 1.19847 2.39028 -2.72728
C -0.02598 -1.45497 0.04769
N -0.77389 -2.26131 1.01414
H -0.73636 0.64070 2.39117
H -0.26897 -0.88806 2.26329
H 0.91195 0.33926 2.26459
H -1.33365 0.17625 0.39675
H 0.37829 2.02770 0.07134
H 1.64005 0.74848 -0.31358
H 0.61214 0.19933 -2.31356
H -0.80817 1.26522 -1.97189
H 0.27501 3.30695 -2.40736
H 1.02971 -1.62580 0.28332
H -0.26214 -1.61588 -0.99994
H -0.63496 -3.25858 0.90675
H -1.77327 -2.19539 0.81189
*
```

The SMILES is NC[C@@H]([NH3+])CCS. Its LUMO energy is -3.269 eV.

Mulliken charges, unit e, in atom order: -0.242, -0.096, -0.413, -1.106, -0.138, -0.731, -0.601, 0.358, 0.414, 0.341, 0.355, 0.362, 0.331, 0.341, 0.406, 0.142, 0.383, 0.420, 0.269, 0.207



The most stable of them is 1.